Record 1
The following is a quantum chemistry calculation of a 9-piece molecular cluster, C9H20Cl14N2O4 overall in a non-equilibrium geometry, from OMol25.

```
49
C9H20Cl14N2O4 (the ωB97M-V functional and the def2-TZVPD basis)
Cl 3.12 13.27 -14.93
Cl 2.40 16.62 -9.38
Cl 6.02 15.01 -7.89
Cl 5.34 17.94 -12.22
Cl 3.89 8.18 -16.60
Cl 8.15 10.61 -15.45
Cl 1.61 14.60 -11.36
Cl 3.87 8.74 -7.51
Cl 5.23 8.85 -10.14
Cl 5.05 9.46 -14.23
Cl 1.31 12.54 -17.11
Cl 7.68 16.67 -13.44
Cl 7.05 17.55 -8.99
Cl 10.44 9.61 -13.88
O 6.27 11.64 -11.92
O 1.10 11.55 -12.72
O 0.67 10.48 -14.55
O 5.35 13.59 -12.13
N 5.31 12.37 -11.99
N 0.37 10.93 -13.45
C 5.91 16.83 -13.48
C 4.00 11.80 -11.81
C 3.66 9.36 -15.32
C 8.71 10.00 -13.88
C 2.32 16.20 -11.09
C -0.97 10.56 -12.91
C 3.71 8.55 -9.28
C 2.87 13.29 -16.67
C 6.69 15.85 -9.30
H 3.75 11.77 -10.75
H 3.41 7.53 -9.45
H -0.82 9.60 -12.42
H 2.79 14.32 -17.02
H 3.34 16.27 -11.47
H 7.60 15.34 -9.60
H 3.93 10.78 -12.18
H -1.68 10.42 -13.71
H 1.71 16.90 -11.66
H 8.54 10.76 -13.13
H 3.30 12.40 -12.36
H 8.15 9.09 -13.70
H 2.80 9.09 -14.72
H 5.51 15.85 -13.29
H 3.69 12.79 -17.16
H 2.98 9.25 -9.66
H -1.29 11.30 -12.19
H 5.66 17.20 -14.46
H 5.98 15.80 -10.11
H 3.49 10.33 -15.74
```

Results
SMILES   C[N+](=O)[O-].C[N+](=O)[O-].ClCCl.ClCCl.ClCCl.ClCCl.ClCCl.ClCCl.ClCCl
HOMO-LUMO gap   0.372 Ha
Highest occupied orbital energy   -0.391 hartree

***

Record 2
The following is a quantum chemistry calculation of C33H27IrN5PSe4 as an isolated structure in a non-equilibrium geometry, from OMol25.

```
71
C33H27IrN5PSe4 (the ωB97M-V functional and the def2-TZVPD basis)
Ir -0.05 -0.59 -0.97
Se -3.21 -0.01 -3.45
Se 2.34 -0.04 -0.74
Se -1.40 1.33 -3.96
Se -0.10 -0.50 1.50
P 2.08 -0.23 1.44
N -2.70 0.60 -0.66
N 0.29 -0.82 -3.12
N -1.44 1.01 -0.91
N -1.76 -1.91 -0.94
N -2.80 -0.35 0.35
C -1.85 4.65 -0.33
C 1.49 -1.08 -5.64
C 2.48 1.20 3.72
C -0.05 -0.02 -4.15
C -3.52 -3.92 -0.21
C 3.54 3.36 3.82
C -1.65 -3.14 -1.46
C 3.72 3.35 2.45
C 5.03 -2.74 2.57
C 2.93 -1.65 2.13
C 4.34 -3.77 3.21
C -4.99 0.52 -1.32
C -5.54 0.63 -0.06
C 2.96 -3.73 3.32
C 1.21 -1.78 -3.38
C 0.53 -0.12 -5.40
C -0.57 5.10 -0.61
C -1.17 2.38 -0.77
C 2.93 2.29 4.46
C -2.16 3.30 -0.40
C 2.65 1.21 2.33
C -2.75 -1.67 -0.09
C -3.63 0.55 -1.65
C 4.33 -1.68 2.03
C -3.64 0.06 1.40
C -2.51 -4.16 -1.13
C 1.83 -1.94 -4.60
C 0.12 2.84 -1.04
C -4.89 0.54 1.19
C 3.27 2.28 1.69
C -3.65 -2.64 0.31
C 0.42 4.19 -0.96
C 2.25 -2.67 2.77
H 2.56 -2.72 -4.73
H -5.47 0.79 2.07
H 4.89 -4.61 3.61
H 4.86 -0.87 1.54
H -0.85 -3.29 -2.18
H 1.47 -2.43 -2.56
H -4.44 -2.39 1.00
H 0.87 2.12 -1.33
H -3.16 2.96 -0.18
H -2.62 5.36 -0.04
H 3.88 4.21 4.40
H 4.22 4.18 1.96
H -4.21 -4.70 0.08
H 2.43 -4.53 3.83
H 1.42 4.54 -1.18
H -6.62 0.75 -0.02
H -3.23 -0.05 2.40
H 2.00 0.36 4.21
H 2.80 2.29 5.53
H -0.34 6.16 -0.56
H 0.22 0.57 -6.18
H 1.17 -2.64 2.86
H -2.38 -5.14 -1.59
H -5.67 0.48 -2.16
H 3.41 2.27 0.62
H 1.95 -1.18 -6.61
H 6.11 -2.77 2.50
```

Results
HOMO-LUMO gap (spin up / spin down)   0.184 / 0.193 Ha
Highest occupied orbital energy (spin up / spin down)   -0.461 / -0.466 hartree
Charge   +2

***

Record 3
The following is a quantum chemistry calculation of C7H11N2OS2 as an isolated structure in a non-equilibrium geometry, from OMol25.

```
23
C7H11N2OS2 (the ωB97M-V functional and the def2-TZVPD basis)
S -2.16 -1.51 -2.71
S -2.10 0.33 -0.58
O 6.24 -0.06 3.13
N -1.16 1.07 -2.85
N 5.14 -0.37 2.73
C -1.65 0.06 -2.23
C -2.82 -1.85 -0.96
C -0.93 2.05 -2.03
C 2.84 0.27 2.12
C -4.34 -1.94 -1.00
C 4.27 0.77 1.79
C -1.47 1.97 -0.79
H 2.12 0.52 1.30
H 4.37 1.94 1.57
H -1.43 2.52 0.01
H -4.78 -2.73 -1.61
H -4.76 -1.01 -1.05
H -2.18 -2.67 -0.57
H -0.47 2.97 -2.34
H -4.57 -2.34 -0.03
H 2.95 -0.78 2.13
H 4.44 0.22 0.89
H 2.42 0.56 3.08
```

Results
HOMO-LUMO gap   0.147 Ha
Highest occupied orbital energy   -0.085 hartree
Charge   -1

***

Record 4
The following is a quantum chemistry calculation of C3H5AgO3 as an isolated structure in a non-equilibrium geometry, from OMol25.

```
12
C3H5AgO3 (the ωB97M-V functional and the def2-TZVPD basis)
Ag 1.86 0.64 0.56
O 0.00 0.83 -0.41
O -1.02 -1.14 0.30
O 1.21 -1.20 -0.11
C -2.04 -0.19 0.07
C -1.30 1.16 0.04
C 0.04 -0.85 -0.53
H -0.20 -1.02 -1.59
H -1.26 1.61 1.05
H -2.53 -0.38 -0.89
H -1.79 1.86 -0.65
H -2.78 -0.26 0.88
```

Results
2S+1   3
HOMO-LUMO gap (spin up / spin down)   0.267 / 0.281 Ha
Highest occupied orbital energy (spin up / spin down)   -0.237 / -0.395 hartree

***

Record 5
The following is a quantum chemistry calculation of a 6-piece molecular cluster, C2H13NO4 overall in a non-equilibrium geometry, from OMol25.

```
20
C2H13NO4 (the ωB97M-V functional and the def2-TZVPD basis)
O 1.95 -0.61 -1.36
O -2.53 0.83 -1.40
O -0.99 -1.74 -0.46
O 0.20 1.38 -2.28
N -0.78 0.93 2.00
C 1.09 -0.58 1.45
C 0.19 -0.03 2.29
H -0.42 1.81 1.67
H 2.56 -1.33 -1.50
H 1.97 -0.93 1.98
H -0.08 -0.54 3.21
H 1.60 -0.59 -0.43
H 0.80 1.72 -2.96
H -3.03 0.11 -1.00
H -1.51 1.01 2.69
H 0.81 0.70 -1.93
H -1.63 0.70 -1.09
H 0.69 0.54 0.32
H -0.61 -1.93 -1.32
H -0.27 -1.45 0.13
```

Results
HOMO-LUMO gap   0.365 Ha
Highest occupied orbital energy   -0.356 hartree

***

Record 6
The following is a quantum chemistry calculation of C3H4N2O2S as an isolated structure in a non-equilibrium geometry, from OMol25.

```
12
C3H4N2O2S (the ωB97M-V functional and the def2-TZVPD basis)
S 0.43 -1.26 -1.02
O 1.93 1.94 0.24
O 2.76 0.02 -0.28
N 1.79 0.80 -0.19
N -0.95 0.77 0.32
C 0.53 0.40 -0.83
C -1.10 -1.52 -0.07
C -1.47 -0.47 0.66
H -1.44 -2.62 0.02
H -0.59 1.17 1.20
H 0.29 1.27 -1.56
H -2.17 -0.50 1.50
```

Results
HOMO-LUMO gap   0.287 Ha
Highest occupied orbital energy   -0.318 hartree